No. 1
{
  "formula": "C4H5NO2",
  "method": "ωB97M-V with the def2-TZVPD basis set",
  "elements": ["H", "C", "C", "H", "O", "C", "H", "N", "O", "H", "C", "H"],
  "positions_angstrom": [[0.704, 1.042, -1.241], [0.953, 0.149, -0.652], [-0.302, -0.553, -0.080], [1.123, 0.656, 2.550], [-0.306, -0.136, 1.299], [-1.623, -0.117, -0.673], [-0.236, -1.644, -0.120], [1.704, 0.572, 0.536], [-2.404, -0.872, -1.193], [1.552, -0.512, -1.284], [0.921, 0.404, 1.514], [-1.824, 0.970, -0.572]],
  "forces_ev_per_angstrom": [[0.00, -0.15, 0.06], [-0.09, -0.03, -0.23], [0.02, -0.13, -0.11], [0.02, -0.01, -0.16], [0.00, -0.04, 0.05], [-0.19, -0.22, -0.15], [0.00, 0.10, 0.03], [-0.27, -0.02, 0.36], [0.36, 0.38, 0.14], [-0.13, 0.09, 0.13], [0.33, 0.12, -0.09], [-0.06, -0.07, -0.04]],
  "mulliken_charge": [0.3084, -0.5676, 0.4011, 0.3850, -0.3745, -0.1745, 0.2652, -0.5023, -0.4512, 0.3082, 0.0895, 0.3127],
  "e_lumo_ev": 0.7
}


No. 2
{
  "formula": "C4H5NO2",
  "method": "ωB97M-V with the def2-TZVPD basis set",
  "elements": ["H", "C", "C", "H", "C", "H", "C", "O", "H", "H", "O", "N"],
  "positions_angstrom": [[0.809, -1.228, -0.842], [0.765, 2.190, -0.070], [-0.028, -1.910, -0.674], [-0.170, -2.574, -1.526], [1.188, 2.024, -1.186], [0.121, -2.488, 0.242], [-1.244, -0.282, 0.397], [-1.257, -1.152, -0.570], [1.568, 1.908, -2.177], [0.357, 2.297, 0.920], [-1.005, 1.174, 2.267], [-1.131, 0.378, 1.338]],
  "forces_ev_per_angstrom": [[-0.12, -0.10, 0.02], [0.17, -0.13, -0.52], [0.25, -0.16, -0.03], [0.03, 0.10, 0.12], [-0.16, 0.12, 0.49], [-0.01, 0.08, -0.13], [0.10, 0.45, 0.74], [-0.16, 0.20, 0.12], [-0.05, 0.02, 0.17], [0.11, 0.02, -0.18], [-0.04, 0.03, 0.01], [-0.12, -0.64, -0.80]],
  "mulliken_charge": [0.2701, -0.4282, -0.5842, 0.2236, -0.4019, 0.3027, 0.3614, -0.3535, 0.3723, 0.4672, -0.6977, 0.4682],
  "e_lumo_ev": 0.6
}


No. 3
{
  "formula": "C4H5NO2",
  "method": "ωB97M-V with the def2-TZVPD basis set",
  "elements": ["C", "H", "C", "H", "H", "H", "O", "C", "N", "O", "C", "H"],
  "positions_angstrom": [[0.669, 0.702, -0.085], [2.575, 1.183, -0.561], [-1.067, -0.387, 0.355], [-0.812, -1.653, -1.564], [-0.092, -1.701, 0.305], [1.797, 2.246, 0.484], [0.634, -0.250, -1.107], [-0.308, 0.633, 0.894], [1.697, 1.585, -0.269], [-2.240, -0.884, 0.741], [-0.374, -1.123, -0.702], [-2.479, -0.350, 1.510]],
  "forces_ev_per_angstrom": [[0.21, -0.24, -0.66], [-0.09, 0.02, -0.30], [-0.86, 1.16, -0.39], [0.08, 0.14, 0.87], [0.75, -0.87, -2.49], [-0.09, -0.03, 0.09], [0.57, 0.17, 1.07], [-0.43, 0.34, -0.38], [-0.24, -0.30, 0.41], [0.14, 0.34, 0.41], [0.20, -0.68, 1.13], [-0.23, -0.05, 0.24]],
  "mulliken_charge": [0.7791, 0.2597, 0.7206, 0.3881, 0.1989, 0.2781, -0.3899, -1.4508, -0.4617, -0.4257, -0.2658, 0.3695],
  "e_lumo_ev": 0.7
}


No. 4
{
  "formula": "C4H5NO2",
  "method": "ωB97M-V with the def2-TZVPD basis set",
  "elements": ["H", "O", "H", "C", "H", "H", "C", "H", "C", "N", "C", "O"],
  "positions_angstrom": [[-1.425, -0.852, 1.248], [0.224, 1.136, 0.297], [2.231, -0.888, -1.109], [1.154, -0.798, -1.094], [-2.779, -0.895, 0.092], [0.542, -1.420, -1.733], [2.112, 1.290, 0.597], [-2.506, 0.568, 1.067], [0.591, 0.132, -0.371], [3.105, 1.742, 0.992], [-2.011, -0.254, 0.542], [-1.238, 0.240, -0.529]],
  "forces_ev_per_angstrom": [[-0.03, 0.07, -0.03], [3.06, 0.45, 0.63], [-0.02, 0.01, 0.09], [0.31, 0.36, 0.21], [0.05, 0.03, 0.16], [-0.03, 0.07, 0.24], [-0.57, 1.02, 0.68], [0.08, -0.05, -0.01], [-3.90, -1.05, -1.37], [-0.50, -0.42, -0.32], [-0.08, -0.32, -0.14], [1.62, -0.17, -0.15]],
  "mulliken_charge": [0.2901, -0.1566, 0.3367, -0.8454, 0.2444, 0.3096, 0.0629, 0.2247, 0.8645, -0.3662, -0.5208, -0.4438],
  "e_lumo_ev": [-2.4, -2.4]
}


No. 5
{
  "formula": "C4H5NO2",
  "method": "ωB97M-V with the def2-TZVPD basis set",
  "elements": ["H", "H", "C", "H", "C", "O", "H", "C", "N", "H", "O", "C"],
  "positions_angstrom": [[0.618, -1.415, -1.233], [-0.394, 0.914, -1.262], [1.498, 0.969, -0.100], [-2.603, -0.015, 1.351], [0.166, -0.943, -0.345], [2.254, 0.018, -0.166], [0.562, -1.381, 0.574], [0.064, 0.565, -0.313], [-1.506, -1.239, -0.097], [1.901, 1.969, 0.136], [-0.775, 0.829, 0.789], [-1.785, -0.272, 0.666]],
  "forces_ev_per_angstrom": [[-0.84, 0.21, 0.40], [0.32, 0.18, 0.37], [0.82, -0.98, 0.18], [0.04, -0.50, -0.65], [-3.64, -0.94, -0.03], [1.01, 1.46, 0.06], [0.09, 0.24, -0.31], [0.28, -0.77, -0.12], [2.07, 1.06, 0.69], [-0.47, 0.02, -0.12], [-1.69, -1.18, -0.21], [2.02, 1.21, -0.27]],
  "mulliken_charge": [0.3770, 0.2243, -0.1300, 0.3497, -0.5124, -0.4634, 0.3022, 0.3148, -0.5458, 0.3680, -0.3806, 0.0963],
  "e_lumo_ev": 0.5
}


No. 6
{
  "formula": "C4H5NO2",
  "method": "ωB97M-V with the def2-TZVPD basis set",
  "elements": ["H", "H", "O", "C", "N", "C", "C", "H", "O", "C", "H", "H"],
  "positions_angstrom": [[-1.841, 0.425, 0.823], [0.512, -1.015, -1.899], [1.695, 2.219, -0.730], [-0.107, -0.830, 0.257], [0.668, 0.265, -0.199], [-1.379, -0.570, 1.004], [-0.053, -0.394, -1.206], [-0.929, 0.107, -1.622], [-1.878, -1.384, 1.741], [1.338, 1.413, 0.096], [1.556, 1.497, 1.176], [0.418, -1.734, 0.559]],
  "forces_ev_per_angstrom": [[0.04, -0.08, 0.01], [-0.14, 0.05, 0.11], [-0.15, -0.19, 0.25], [0.04, -0.15, 0.25], [0.15, 0.18, -0.03], [-0.11, -0.30, 0.22], [-0.05, -0.01, -0.25], [0.14, -0.05, 0.07], [0.22, 0.44, -0.35], [0.00, 0.02, -0.08], [-0.04, 0.02, -0.12], [-0.09, 0.07, -0.08]],
  "mulliken_charge": [0.3187, 0.2284, -0.5374, 0.0815, -0.0213, -0.1453, -0.4644, 0.2452, -0.4623, 0.0917, 0.3272, 0.3380],
  "e_lumo_ev": 0.5
}


No. 7
{
  "formula": "C4H5NO2",
  "method": "ωB97M-V with the def2-TZVPD basis set",
  "elements": ["H", "O", "H", "O", "H", "C", "C", "C", "C", "N", "H", "H"],
  "positions_angstrom": [[0.605, 1.162, 1.518], [-1.049, -1.126, 0.050], [-2.793, -0.038, -0.613], [1.298, -1.311, -0.027], [1.862, 2.021, -0.397], [-1.020, 1.168, -0.002], [0.272, -0.652, 0.096], [0.422, 0.654, 0.562], [-1.755, 0.066, -0.240], [1.454, 0.953, -0.405], [2.190, 0.168, -0.464], [-1.540, 2.098, 0.115]],
  "forces_ev_per_angstrom": [[-0.22, -1.47, 0.45], [1.46, 0.82, -1.67], [0.92, -0.11, 0.50], [-3.06, -1.51, -0.43], [-1.32, -3.80, 0.17], [-0.23, -1.71, 1.13], [1.35, -6.78, 2.91], [-2.08, 6.36, -2.49], [0.44, 0.79, 0.51], [3.72, 4.46, -1.19], [-1.43, 2.30, 0.44], [0.45, 0.68, -0.33]],
  "mulliken_charge": [0.3508, -0.3310, 0.3948, -0.5666, 0.2106, -0.7113, 0.1288, 0.8505, -0.1786, -0.6983, 0.2516, 0.2987],
  "e_lumo_ev": 0.6
}


No. 8
{
  "formula": "C4H5NO2",
  "method": "ωB97M-V with the def2-TZVPD basis set",
  "elements": ["H", "O", "O", "H", "H", "N", "C", "C", "C", "C", "H", "H"],
  "positions_angstrom": [[0.770, 1.587, 0.443], [-1.747, 0.424, 1.468], [-2.223, -0.930, -1.212], [1.404, 0.085, 1.088], [1.037, -1.627, -1.695], [1.098, -0.639, -1.478], [-1.186, -0.543, -0.836], [0.497, 0.540, 0.668], [-0.576, 0.601, 1.715], [0.072, -0.211, -0.565], [-0.245, 0.826, 2.749], [1.098, -0.113, -2.345]],
  "forces_ev_per_angstrom": [[0.00, -0.16, 0.04], [0.48, -0.01, 0.11], [0.83, 0.36, 0.29], [-0.15, 0.03, -0.05], [0.07, 0.14, 0.04], [-0.09, -0.06, -0.21], [-0.44, -0.26, -0.25], [-0.07, -0.06, -0.03], [-0.28, -0.01, -0.04], [-0.31, 0.03, 0.13], [-0.06, 0.07, -0.11], [0.01, -0.07, 0.09]],
  "mulliken_charge": [0.2329, -0.4865, -0.4138, 0.3149, 0.2451, -0.5594, 0.6745, -0.3659, 0.0060, -0.2426, 0.3456, 0.2492],
  "e_lumo_ev": 0.8
}


Respective energy relative to the best compared isomer or geometry (same formula, charge and spin) values: 29.2, 151.2, 82.9, 202.9, 65.0, 47.8, 80.3, 42.1 kcal/mol.